[1]
Formula: C6H13NO2
Source: the OMol25 dataset
Level of theory: ωB97M-V/def2-TZVPD

Geometry as XYZ:
```
22
Properties=species:S:1:pos:R:3
C -1.653 0.435 -1.177
C -1.775 -0.043 -2.591
C 0.158 -1.483 -0.403
O -0.802 1.471 -1.056
O -2.448 0.154 -0.271
H -0.773 1.756 -0.126
H -1.655 -0.140 1.057
H -0.823 0.050 -3.107
H -2.133 -1.068 -2.613
H -2.495 0.596 -3.102
H 0.727 -1.130 -1.260
H -0.803 -1.955 -0.589
H 0.757 -2.285 0.032
C 1.719 0.046 1.091
C 1.964 0.911 2.324
C 0.304 -0.427 0.989
N -0.666 -0.044 1.636
H 1.950 0.606 0.181
H 2.374 -0.829 1.097
H 1.332 1.796 2.302
H 1.734 0.355 3.231
H 3.007 1.227 2.357
```

Lowest unoccupied orbital energy, eV: 0.73
Spin multiplicity: 1
Kohn-Sham gap, eV: 9.376
Energy relative to the best compared isomer or geometry (same formula, charge and spin), kcal per mole: 45.0
Net charge: 0
Total energy, eV: -12016.7729


[2]
Formula: C6H13NO2
Source: the OMol25 dataset
Level of theory: ωB97M-V/def2-TZVPD

Geometry as XYZ:
```
22
Properties=species:S:1:pos:R:3
C 0.693 -0.221 0.371
C -0.374 0.858 -0.771
C 0.222 -0.962 1.629
C 1.214 -1.261 -0.623
C -1.167 0.375 -1.940
C -1.061 0.995 0.509
N 1.802 0.610 0.775
O -2.212 0.251 0.608
O -0.888 2.005 1.228
H -2.717 0.606 1.354
H 0.308 1.679 -0.992
H 1.490 1.354 1.389
H 2.307 1.000 -0.004
H -0.033 -0.258 2.420
H -0.618 -1.615 1.405
H 1.039 -1.561 2.032
H 0.408 -1.923 -0.935
H 1.673 -0.793 -1.494
H 2.013 -1.847 -0.167
H -1.930 -0.365 -1.701
H -1.658 1.207 -2.442
H -0.511 -0.132 -2.652
```

Lowest unoccupied orbital energy, eV: 0.79
Spin multiplicity: 1
Kohn-Sham gap, eV: 9.362
Energy relative to the best compared isomer or geometry (same formula, charge and spin), kcal per mole: 45.1
Net charge: 0
Total energy, eV: -12016.7704


[3]
Formula: C6H13NO3
Source: the OMol25 dataset
Level of theory: ωB97M-V/def2-TZVPD

Geometry as XYZ:
```
23
Properties=species:S:1:pos:R:3
C 3.409 -1.967 2.419
C 2.414 -1.231 1.557
O 3.050 -0.346 0.598
C 2.418 -0.991 -0.505
C 1.690 -1.994 0.419
C 1.973 -3.466 0.200
C 1.491 -0.102 -1.309
N 1.331 1.166 -0.820
O 0.979 -0.507 -2.345
H 4.147 -2.507 1.811
H 3.940 -1.260 3.071
H 2.881 -2.690 3.057
H 1.720 -0.654 2.188
H 3.145 -1.445 -1.197
H 0.607 -1.821 0.449
H 3.050 -3.666 0.113
H 1.575 -4.065 1.031
H 1.490 -3.807 -0.725
H 1.933 1.473 -0.065
H 0.886 1.865 -1.401
H -0.280 0.822 0.489
O -1.000 0.409 1.014
H -0.681 0.447 1.920
```

Lowest unoccupied orbital energy, eV: 0.63
Spin multiplicity: 1
Kohn-Sham gap, eV: 10.348
Energy relative to the best compared isomer or geometry (same formula, charge and spin), kcal per mole: 28.1
Net charge: 0
Total energy, eV: -14065.4115


[4]
Formula: C6H13NO3
Source: the OMol25 dataset
Level of theory: ωB97M-V/def2-TZVPD

Geometry as XYZ:
```
23
Properties=species:S:1:pos:R:3
C -0.667 1.232 0.590
C 1.996 0.161 1.237
C -1.302 1.826 -0.654
C 1.135 0.230 -0.011
O 1.520 0.823 -1.039
H -1.390 1.232 1.413
H 0.060 1.929 1.008
H 1.416 -0.080 2.128
H 2.477 1.126 1.380
H 2.730 -0.633 1.111
H -2.126 1.218 -1.032
H -0.565 1.916 -1.451
H -1.709 2.816 -0.438
C 0.305 -1.092 -0.234
N -0.083 -1.199 -1.630
C -0.933 -0.773 0.568
O 0.976 -2.226 0.269
O -2.073 -1.077 -0.028
H 0.341 -2.952 0.326
H -1.825 -1.080 -1.004
H 0.336 -0.392 -2.108
H 0.291 -2.047 -2.040
H -0.911 -0.960 1.637
```

Lowest unoccupied orbital energy, eV: 0.56
Spin multiplicity: 1
Kohn-Sham gap, eV: 9.424
Energy relative to the best compared isomer or geometry (same formula, charge and spin), kcal per mole: 89.7
Net charge: 0
Total energy, eV: -14062.7395


[5]
Formula: C6H13NO3S
Source: the OMol25 dataset
Level of theory: ωB97M-V/def2-TZVPD

Geometry as XYZ:
```
24
Properties=species:S:1:pos:R:3
C -1.926 -0.372 0.669
C -1.774 1.006 1.157
C 0.533 1.081 -0.513
C 0.104 -0.402 -0.865
C 2.016 1.327 -0.316
C 0.921 -2.532 -0.733
N -1.335 -0.481 -0.659
O 0.664 0.634 2.268
O 0.053 2.833 1.448
O 0.877 -1.297 -0.064
S 0.007 1.386 1.221
H -1.413 -1.231 1.297
H -2.892 -0.746 0.533
H -2.034 1.664 0.438
H -2.030 1.114 2.160
H -0.125 1.639 -1.046
H 0.134 -0.394 -1.936
H 2.486 0.692 0.316
H 2.275 2.247 0.116
H 2.402 1.268 -1.368
H 1.209 -3.171 0.020
H 1.683 -2.471 -1.423
H -0.067 -2.862 -1.300
H -1.768 -0.931 -1.421
```

Lowest unoccupied orbital energy, eV: 0.55
Spin multiplicity: 1
Kohn-Sham gap, eV: 10.075
Energy relative to the best compared isomer or geometry (same formula, charge and spin), kcal per mole: 82.7
Net charge: 0
Total energy, eV: -24897.6035


[6]
Formula: C6H13NO4P
Source: the OMol25 dataset
Level of theory: ωB97M-V/def2-TZVPD

Geometry as XYZ:
```
25
Properties=species:S:1:pos:R:3
C -0.904 -0.758 -1.101
C -0.023 -1.902 -1.422
C 1.373 2.839 -2.583
C -1.779 -2.112 1.844
C 0.557 2.830 -1.549
C -0.826 -1.090 1.312
N -1.230 -0.422 0.123
O -2.191 1.514 1.718
O -2.491 1.804 -0.764
O -1.366 -0.146 -2.067
O -3.826 -0.011 0.518
P -2.577 0.766 0.497
H 0.935 -1.994 -1.012
H 0.212 -1.852 -2.490
H -0.618 -2.750 -1.298
H 1.161 2.193 -3.436
H -2.819 1.497 -1.525
H 2.259 3.589 -2.653
H -1.403 -3.180 1.682
H -1.786 -2.064 2.925
H -2.607 -2.020 1.280
H 0.760 3.590 -0.699
H -0.336 2.150 -1.530
H 0.142 -1.546 1.152
H -0.711 -0.215 2.071
```

Lowest unoccupied orbital energy, eV: 3.47
Spin multiplicity: 1
Kohn-Sham gap, eV: 8.755
Energy relative to the best compared isomer or geometry (same formula, charge and spin), kcal per mole: 16.8
Net charge: -1
Total energy, eV: -25405.0919